DFT (ωB97M-V/def2-TZVPD) results for a molecular structure, C35H34N6OSSiTi in a non-equilibrium geometry.

Structure (XYZ):
```
79
Properties=species:S:1:pos:R:3
Ti 0.1201 -0.5628 -0.0519
C 0.0417 1.3409 3.8917
Si 1.0031 0.3464 2.6723
C 2.3477 -0.5189 3.6029
C 1.6269 1.4245 1.2165
N 0.0143 -0.8781 1.8574
C -0.6529 -2.0103 2.3336
C -0.7421 -2.3961 3.6833
C -1.4525 -3.5482 4.0203
C -2.0426 -4.3619 3.0470
C -1.9804 -3.9951 1.6964
C -1.3162 -2.8422 1.3450
O -1.1338 -2.3207 0.0144
C -1.5374 -3.0679 -1.1639
C -2.5472 -2.5923 -2.0047
C -2.8421 -3.2871 -3.1793
C -2.1109 -4.4302 -3.5269
C -1.1287 -4.9074 -2.6541
C -0.8400 -4.2197 -1.4784
H 0.7421 1.9184 4.5410
H -0.5602 0.7027 4.5771
H -0.6697 2.0645 3.4396
H 3.2190 0.1624 3.7711
H 2.7072 -1.4175 3.0413
H 2.0345 -0.8371 4.6285
H 1.5168 2.4844 1.5118
H 1.2422 1.3271 0.1614
H 2.7342 1.2756 1.1704
H -0.2917 -1.7841 4.4514
H -1.5333 -3.8342 5.0543
H -2.4975 -5.2776 3.3517
H -2.4176 -4.6039 0.9373
H -3.0414 -1.6509 -1.8253
H -3.5979 -2.8992 -3.8247
H -2.3185 -4.9181 -4.4727
H -0.5740 -5.8004 -2.8973
H -0.0525 -4.6185 -0.8241
S 0.4197 -0.5286 -2.5315
C -0.6411 0.8493 -2.7939
N -0.7134 1.2689 -4.0758
N -1.5904 2.2866 -4.1490
C -1.4190 3.5610 -3.7047
C -2.4495 4.4988 -3.9131
C -2.3864 5.7459 -3.3284
C -1.3255 5.9875 -2.4525
C -0.2581 5.0978 -2.2796
C -0.2689 3.8981 -2.9445
N -1.3649 1.3466 -1.7764
N -1.2684 0.6829 -0.5987
C -2.0528 1.3126 0.4124
C -2.8857 0.5341 1.2335
C -3.6064 1.1169 2.2608
C -3.5480 2.4859 2.4572
C -2.8048 3.2866 1.5927
C -2.0769 2.7245 0.5545
H -2.4425 2.1232 -4.7049
H -3.2926 4.2248 -4.5482
H -3.1058 6.5271 -3.4967
H -1.3201 6.8773 -1.8443
H 0.5166 5.3721 -1.5735
H 0.5698 3.1909 -2.8868
H -2.8996 -0.5435 1.1259
H -4.1260 0.4731 2.9660
H -4.1034 2.9295 3.2728
H -2.7163 4.3521 1.7728
H -1.5114 3.3480 -0.1367
N 2.0085 -1.7095 -0.1769
C 3.1820 -1.6319 -0.1752
C 4.5702 -1.3825 -0.3272
C 5.4635 -1.3580 0.7868
C 6.7904 -1.0154 0.6153
C 7.3255 -0.7528 -0.6629
C 6.4816 -0.7892 -1.7679
C 5.1261 -1.1192 -1.5895
H 5.0729 -1.5097 1.7790
H 7.4358 -0.9801 1.4811
H 8.3847 -0.5244 -0.7486
H 6.8757 -0.5786 -2.7677
H 4.4864 -1.1451 -2.4698
```

- Frontier orbital gap (alpha / beta): 6.3272 / 5.3323 eV
- Multiplicity: 2
- Total charge: +1
- LUMO energy (alpha / beta): -3.408 / -4.197 eV
- HOMO level (alpha / beta): -9.7 / -9.5 eV
- Energy: -89657.505 eV
- Molecular weight: 662.7 g/mol
- Expectation value of S²: 0.783


DFT (ωB97M-V/def2-TZVPD) results for a molecular structure, C19H11AuF5N4S2.

Structure (XYZ):
```
42
Properties=species:S:1:pos:R:3
Au 0.5323 -0.9377 -0.0863
N 4.0906 1.5021 0.4122
C 2.8698 0.9726 0.2643
S 2.8194 -0.7851 0.3579
N 1.8752 1.8120 0.0875
N 0.6740 1.2115 -0.0577
C -0.4344 1.8657 -0.0528
C -0.5458 3.3216 0.1487
C -1.4547 3.8070 1.0881
C -1.5660 5.1683 1.3103
C -0.7838 6.0540 0.5830
C 0.1172 5.5747 -0.3575
C 0.2463 4.2133 -0.5701
C -1.6589 1.0437 -0.2548
C -2.8750 1.6121 -0.6115
C -3.9789 0.7938 -0.7873
C -3.8504 -0.5720 -0.6011
C -2.6043 -1.0763 -0.2765
N -1.5417 -0.2922 -0.1145
H 4.8953 0.9198 0.5578
H 4.1883 2.5038 0.4294
H -2.0585 3.1206 1.6668
H -2.2614 5.5372 2.0510
H -0.8757 7.1176 0.7504
H 0.7266 6.2637 -0.9249
H 0.9543 3.8413 -1.2965
H -2.9440 2.6795 -0.7523
H -4.9297 1.2235 -1.0670
H -4.6877 -1.2420 -0.7163
H -2.4391 -2.1338 -0.1374
F 2.1441 -7.6852 1.2725
C 1.8164 -6.5985 0.6163
C 1.0268 -5.6301 1.2441
F 0.6140 -5.8320 2.4842
C 0.6941 -4.4851 0.5596
F -0.0674 -3.5833 1.1708
C 1.1131 -4.2605 -0.7719
S 0.6855 -2.8928 -1.6733
C 1.9009 -5.2729 -1.3722
F 2.3185 -5.1083 -2.6120
C 2.2552 -6.4216 -0.6950
F 2.9992 -7.3500 -1.2662
```

- Frontier orbital gap (alpha / beta): 7.2523 / 5.0024 eV
- Multiplicity: 3
- Total charge: +1
- LUMO energy (alpha / beta): -3.661 / -6.201 eV
- HOMO level (alpha / beta): -10.9 / -11.2 eV
- Energy: -64783.987 eV
- Molecular weight: 651.4 g/mol
- Expectation value of S²: 2.031